# C29H65IN2O8P

A 6-piece molecular cluster, C29H65IN2O8P overall at a distorted geometry (wB97M-V/def2-TZVPD, OMol25).

Geometry (Å):
C: 2.366 -1.621 5.159
C: 3.481 -1.651 3.958
O: 2.990 -2.138 2.660
P: 2.527 -0.803 1.606
O: 1.340 -0.047 2.393
C: 1.953 -1.342 -0.133
C: 1.401 -2.920 -0.199
C: -0.218 -3.030 -0.411
N: -1.027 -2.913 0.902
N: -0.251 -2.635 1.958
C: -1.082 -2.535 3.156
C: -2.650 -2.744 3.374
C: -3.481 -3.083 2.021
C: -2.461 -3.114 0.777
C: -3.124 -3.394 -0.717
C: -3.412 -1.982 -1.563
C: -4.282 -0.890 -0.649
I: -6.361 -1.543 -0.282
O: 3.890 0.273 1.479
C: 3.792 1.173 0.320
C: 2.448 2.111 0.277
H: 1.496 -0.833 4.997
H: 2.941 -1.243 6.134
H: 1.952 -2.698 5.459
H: 3.997 -0.602 3.935
H: 4.325 -2.421 4.303
H: 2.918 -1.290 -0.833
H: 1.190 -0.577 -0.585
H: 1.891 -3.353 -1.198
H: 1.838 -3.588 0.668
H: -0.522 -2.208 -1.190
H: -0.420 -4.095 -0.912
H: -0.468 -2.246 4.141
H: -3.131 -2.651 4.435
H: -4.631 -3.265 1.965
H: -4.215 -3.844 -0.532
H: -2.559 -4.201 -1.348
H: -4.099 -2.212 -2.510
H: -2.432 -1.439 -1.901
H: -4.360 0.158 -1.210
H: -3.719 -0.650 0.375
H: 4.717 1.923 0.405
H: 3.938 0.633 -0.727
H: 2.245 2.454 1.403
H: 1.461 1.515 -0.031
H: 2.652 3.037 -0.425
C: 0.168 6.069 -3.188
C: 0.406 5.091 -2.049
C: -0.111 5.640 -0.729
O: 1.803 4.828 -1.936
H: 0.692 7.015 -3.008
H: 0.557 5.666 -4.129
H: -0.899 6.279 -3.311
H: -0.089 4.139 -2.271
H: 0.403 6.570 -0.462
H: 0.078 4.930 0.084
H: -1.187 5.837 -0.778
H: 2.251 5.668 -1.738
C: 5.823 0.163 -5.094
C: 4.721 0.757 -4.230
C: 4.560 2.247 -4.485
O: 5.032 0.544 -2.856
H: 6.789 0.630 -4.873
H: 5.936 -0.907 -4.891
H: 5.606 0.297 -6.158
H: 3.776 0.243 -4.436
H: 5.481 2.788 -4.242
H: 3.772 2.663 -3.848
H: 4.305 2.443 -5.531
H: 5.871 0.996 -2.664
C: 0.498 6.986 3.657
C: 1.349 6.688 2.433
C: 2.832 6.819 2.743
O: 1.004 7.592 1.386
H: 0.661 8.012 4.006
H: -0.567 6.900 3.415
H: 0.729 6.298 4.475
H: 1.136 5.675 2.074
H: 3.077 7.838 3.060
H: 3.431 6.613 1.850
H: 3.132 6.125 3.534
H: 1.190 8.494 1.695
C: -2.897 -6.165 4.084
C: -3.412 -6.174 5.514
C: -2.318 -6.568 6.494
O: -4.495 -7.093 5.621
H: -2.548 -7.161 3.787
H: -3.698 -5.892 3.388
H: -2.073 -5.456 3.965
H: -3.797 -5.181 5.773
H: -1.948 -7.577 6.283
H: -2.705 -6.582 7.519
H: -1.476 -5.870 6.448
H: -4.162 -7.977 5.394
C: -4.061 -2.574 -6.748
C: -4.007 -1.444 -5.733
C: -5.402 -1.011 -5.310
O: -3.320 -0.332 -6.300
H: -4.586 -2.259 -7.657
H: -3.051 -2.866 -7.052
H: -4.571 -3.451 -6.337
H: -3.440 -1.766 -4.853
H: -5.975 -0.641 -6.168
H: -5.348 -0.189 -4.589
H: -5.952 -1.841 -4.855
H: -3.816 -0.039 -7.082

Net charge: +1
Multiplicity: 1
Highest occupied orbital energy (eV): -11.6
Kohn-Sham gap (eV): 7.005
E (Eh): -2493.8735

Atom charges from the Mulliken analysis, given in e for atoms 1 to 4: C -0.7991; C -0.3210; O -0.4422; P 1.3391